C16H26N2OSe2Te2V | the ωB97M-V functional and the def2-TZVPD basis

Structure (XYZ):
```
50
Properties=species:S:1:pos:R:3:forces:R:3
V 0.817569 -0.326085 -0.995154 -0.2 0.2 -0.4
Se -0.447243 -1.511503 -2.944103 0.2 0.0 0.3
Te 1.469791 -2.908111 -2.062870 -0.1 -0.1 0.0
Te 3.638828 -1.495531 -2.832391 0.0 0.1 0.1
Se 3.321753 0.364147 -1.147899 0.0 -0.1 0.0
C -0.952903 5.941742 -0.108856 0.0 0.0 0.0
C -0.070062 5.237448 -1.130421 0.0 0.0 0.0
N -0.499817 3.874268 -1.420611 0.0 0.0 0.0
C -1.632575 3.714326 -2.326472 0.0 0.0 0.0
C -2.921120 3.293953 -1.625719 0.0 0.0 0.0
C 0.119248 2.787308 -0.903356 0.1 0.0 0.1
C 1.227813 3.000174 0.087473 0.0 0.0 0.0
N -0.191989 1.570954 -1.221741 0.1 -0.2 0.1
H -0.582793 6.948369 0.087546 0.0 0.0 0.0
H -0.968259 5.390667 0.832495 0.0 0.0 0.0
H -1.979374 6.027210 -0.467447 0.0 0.0 0.0
H 0.962065 5.220860 -0.791812 0.0 0.0 0.0
H -0.070971 5.791177 -2.071995 0.0 0.0 0.0
H -1.369312 3.001966 -3.114556 0.0 0.0 0.0
H -1.784566 4.672070 -2.823170 0.0 0.0 0.0
H -2.806749 2.347474 -1.098347 0.0 0.0 0.0
H -3.721911 3.177680 -2.356838 0.0 0.0 0.0
H -3.229113 4.044466 -0.898000 0.0 0.0 0.0
H 0.960075 3.733033 0.848138 0.0 0.0 0.0
H 2.128613 3.338794 -0.427497 0.0 0.0 0.0
H 1.453020 2.052948 0.566659 0.0 0.0 0.0
H -0.917797 1.506072 -1.925370 0.0 0.0 0.0
C -0.317397 -6.527549 0.556017 0.0 0.0 0.0
C -0.022361 -5.118344 0.982586 0.0 0.0 0.0
C -0.954128 -4.106257 0.793110 0.0 0.0 0.0
C -0.685309 -2.787967 1.139676 0.1 -0.1 0.0
C -1.749036 -1.739798 0.951471 -0.1 0.0 0.0
C 0.562784 -2.502408 1.710542 0.0 0.0 0.0
C 0.955405 -1.112329 1.973586 0.1 -0.1 -0.3
O 0.874507 -0.233891 1.125935 0.0 0.1 0.3
C 1.509582 -3.509770 1.947741 -0.1 0.0 0.0
C 2.864654 -3.179477 2.510956 0.1 0.0 0.0
C 1.201382 -4.805304 1.568786 0.0 0.0 0.0
H -1.333632 -6.622559 0.177390 0.0 0.0 0.0
H -0.194270 -7.220420 1.389890 0.0 0.0 0.0
H 0.368729 -6.839519 -0.233431 0.0 0.0 0.0
H -1.914088 -4.346650 0.351332 0.0 0.0 0.0
H -2.661246 -2.205535 0.582863 0.0 0.0 0.0
H -1.466053 -0.976693 0.224234 0.0 0.0 0.0
H -1.981063 -1.234745 1.891140 0.0 0.0 0.0
H 1.387939 -0.850675 2.947677 0.0 0.0 0.0
H 3.404777 -2.493134 1.854709 0.0 0.0 0.0
H 3.463834 -4.082301 2.613181 0.0 0.0 0.0
H 2.794283 -2.713803 3.496619 0.0 0.0 0.0
H 1.938488 -5.586749 1.716301 0.0 0.0 0.0
```
Forces are in eV/Å.

Values from the calculation:
**HOMO (alpha / beta)**: -6.31 / -6.54 eV
**Charge**: 0
**E_LUMO (alpha / beta)**: -0.20 / -0.27 eV
**Orbital gap (alpha / beta)**: 6.113 / 6.273 eV
**Energy relative to the best compared isomer or geometry (same formula, charge and spin)**: 0.0 kcal/mol
**Spin multiplicity**: 4

Atom charges from the Mulliken analysis, given in e for atoms 1 to 5: 0.819, -0.582, -0.068, -0.134, -0.512


C29H29ClPTc | the ωB97M-V functional and the def2-TZVPD basis

Structure (XYZ):
```
61
Properties=species:S:1:pos:R:3:forces:R:3
C 1.329789 0.039984 3.050133 -1.6 4.3 0.6
C 0.196421 0.715857 2.519473 0.0 0.5 0.1
C -0.834686 -0.262478 2.300198 -0.6 -0.1 1.4
H 0.129590 1.762490 2.279974 -0.1 0.1 0.1
C -0.349152 -1.516219 2.750838 -2.2 -0.2 -0.1
C 1.000116 -1.353986 3.155423 -14.7 9.2 4.3
H 1.660083 -2.135732 3.489394 -2.0 -7.0 6.5
H 2.284408 0.478020 3.282279 0.0 0.0 0.3
H -1.806199 -0.072756 1.877759 -0.1 0.0 0.0
H -0.858286 -2.457877 2.642273 0.0 -0.1 -0.1
Tc 0.889877 -0.718087 1.097790 0.6 -0.5 -2.6
Cl 0.455419 -2.456340 -0.311323 0.2 0.0 0.0
P -1.094416 0.804384 -1.802714 0.0 0.4 -0.2
C -2.927359 0.665254 -1.875643 0.1 -0.1 0.2
C -3.783577 1.741978 -2.095307 0.1 0.0 0.0
H -3.375662 2.733433 -2.232273 0.0 0.1 0.0
C -5.157445 1.549816 -2.141281 0.0 0.0 0.0
H -5.810836 2.395766 -2.310327 0.0 0.0 0.0
C -5.692874 0.280389 -1.977639 0.1 0.0 0.0
H -6.764172 0.132636 -2.015646 0.0 0.0 0.0
C -4.847127 -0.799204 -1.758864 0.0 0.0 0.0
H -5.256865 -1.791497 -1.623857 0.0 0.0 0.0
C -3.476157 -0.606077 -1.697629 0.0 0.1 0.0
H -2.821278 -1.448815 -1.511801 0.0 -0.1 0.0
C -0.864085 2.629600 -1.776278 0.0 -0.1 0.1
C -0.934716 3.261703 -0.533594 0.1 0.1 -0.2
H -1.104886 2.669670 0.357513 -0.1 0.0 0.1
C -0.791834 4.636290 -0.430640 0.0 0.0 0.1
H -0.853954 5.112574 0.538985 0.0 0.0 0.0
C -0.554158 5.398367 -1.567052 0.0 0.0 0.0
H -0.432024 6.470602 -1.486857 0.0 0.0 0.0
C -0.468212 4.777169 -2.804633 0.0 0.0 0.0
H -0.281722 5.364776 -3.694112 0.0 0.0 0.0
C -0.626591 3.402283 -2.910806 0.0 -0.1 0.1
H -0.566490 2.928088 -3.880170 0.0 0.0 -0.1
C -0.625303 0.399386 -3.534983 0.2 -0.2 0.2
C -1.535957 0.286859 -4.583245 0.0 0.0 0.1
H -2.589536 0.439502 -4.397259 -0.1 0.0 0.0
C -1.098368 -0.018410 -5.864743 0.0 0.0 0.0
H -1.816929 -0.104980 -6.669283 0.0 0.0 0.0
C 0.252927 -0.205844 -6.117061 0.0 0.0 0.1
H 0.591863 -0.442197 -7.117131 0.0 0.0 0.0
C 1.168158 -0.094829 -5.078269 0.0 0.0 0.0
H 2.223084 -0.245970 -5.265811 0.0 0.0 0.0
C 0.730802 0.194958 -3.795532 -0.1 0.0 0.0
H 1.446595 0.265823 -2.985439 0.1 0.0 0.0
C 4.407797 -4.023624 3.765926 0.1 -0.4 -0.7
C 3.600117 -2.902486 4.437402 0.5 0.5 -0.1
C 2.696592 -3.496147 5.532593 -0.7 -0.1 0.1
C 4.553742 -1.868011 5.054557 0.3 0.6 0.1
C 2.746127 -2.214187 3.385098 6.1 -2.7 0.8
C 2.013549 -1.623744 2.482401 14.1 -4.2 -11.0
H 5.048588 -4.543853 4.510403 -0.5 0.4 -0.4
H 5.062434 -3.610284 2.968119 -0.4 -0.3 0.5
H 3.727194 -4.772312 3.305233 0.5 0.4 0.3
H 3.306097 -4.003742 6.310724 -0.3 0.4 -0.6
H 2.099297 -2.696168 6.022023 0.4 -0.5 -0.2
H 1.993150 -4.239266 5.097688 0.4 0.4 0.3
H 5.210175 -1.426324 4.273400 -0.4 -0.3 0.5
H 3.979158 -1.044929 5.532722 0.4 -0.5 -0.2
H 5.197709 -2.341284 5.826881 -0.4 0.3 -0.5
```
Forces are in eV/Å.

Values from the calculation:
**HOMO (alpha / beta)**: -10.57 / -10.63 eV
**Charge**: +1
**E_LUMO (alpha / beta)**: -4.82 / -4.94 eV
**Orbital gap (alpha / beta)**: 5.754 / 5.692 eV
**Energy relative to the best compared isomer or geometry (same formula, charge and spin)**: 237.6 kcal/mol
**Spin multiplicity**: 4

Atom charges from the Mulliken analysis, given in e for atoms 1 to 5: -0.254, -0.858, -0.163, 0.455, -0.845


no.,total energy (Ha)
1,-7093.027629
2,-2004.093660